1.
Entry from the Open Molecules 2025 dataset: 4 unconnected molecules or ions with the total composition C6H18IO6 (the ωB97M-V functional and the def2-TZVPD basis).

Its HOMO-LUMO gap is 6.09 eV. The largest force on an atom is 0.0643 Eh/bohr. The calculated total energy comes out at -988.5364 Eh. The HOMO energy comes out at -3.654 eV. The energy above the lowest of the compared OMol25 structures with the same formula, charge and spin is 2.398 eV.

Geometry as ORCA input:
```
! wB97M-V def2-TZVPD RIJCOSX def2/J DEFGRID3
* xyz -1 1
I 0.799 3.616 2.603
C 6.548 -0.956 -0.667
C 5.303 -0.481 0.006
O 5.478 0.905 0.427
O 7.628 -1.375 0.125
H 6.872 -0.185 -1.366
H 6.225 -1.806 -1.269
H 5.008 -1.082 0.866
H 4.487 -0.473 -0.716
H 4.695 1.320 0.798
H 7.470 -2.240 0.512
C -0.437 -2.837 -1.489
C -0.122 -1.367 -1.124
O 0.190 -1.333 0.237
O 0.755 -3.483 -1.501
H -0.730 -2.934 -2.535
H -1.162 -3.290 -0.813
H -0.957 -0.672 -1.216
H 0.667 -0.909 -1.720
H 0.282 -0.472 0.651
H 0.805 -3.915 -0.645
C -6.516 1.997 0.476
C -5.448 3.032 0.752
O -4.880 2.849 2.028
O -7.452 1.814 1.601
H -6.019 1.028 0.455
H -7.004 2.203 -0.477
H -5.855 4.042 0.788
H -4.632 3.044 0.029
H -3.936 2.838 1.856
H -8.060 1.122 1.329
*
```


2.
Entry from the Open Molecules 2025 dataset: 2 unconnected molecules or ions with the total composition C6H18N (the ωB97M-V functional and the def2-TZVPD basis).

Its HOMO-LUMO gap is 10.17 eV. The largest force on an atom is 0.1021 Eh/bohr. The calculated total energy comes out at -293.7914 Eh. The HOMO energy comes out at -14.026 eV. The energy above the lowest of the compared OMol25 structures with the same formula, charge and spin is 3.167 eV.

Geometry as ORCA input:
```
! wB97M-V def2-TZVPD RIJCOSX def2/J DEFGRID3
* xyz 1 1
C -1.102 1.633 0.276
C -2.317 0.592 0.672
N -1.272 2.189 -1.155
H -1.028 2.325 1.053
H -0.121 1.057 0.248
H -2.767 1.192 1.496
H -2.201 -0.493 1.033
H -1.688 3.101 -1.066
H -0.392 2.209 -1.781
H -2.046 1.603 -1.601
H -3.154 0.662 -0.180
C 1.305 -0.799 0.014
C -0.015 -1.611 -0.296
C 1.566 -0.818 1.567
C 2.360 -1.129 -0.934
H 0.987 0.160 -0.291
H -0.535 -1.193 -1.212
H 0.467 -0.487 1.991
H 1.904 -1.785 1.997
H 2.470 -0.020 1.769
H 2.916 -0.247 -1.078
H 3.017 -1.885 -0.464
H 2.156 -1.608 -1.902
H -0.746 -1.849 0.379
H 0.235 -2.800 -0.536
*
```


3.
Entry from the Open Molecules 2025 dataset: 6 unconnected molecules or ions with the total composition C6H18N6O12 (the ωB97M-V functional and the def2-TZVPD basis).

Its HOMO-LUMO gap is 10.70 eV. The largest force on an atom is 0.0654 Eh/bohr. The calculated total energy comes out at -1470.2184 Eh. The HOMO energy comes out at -10.936 eV. As for the SMILES: C[N+](=O)[O-].C[N+](=O)[O-].C[N+](=O)[O-].C[N+](=O)[O-].C[N+](=O)[O-].C[N+](=O)[O-]. The energy above the lowest of the compared OMol25 structures with the same formula, charge and spin is 1.035 eV.

Geometry as ORCA input:
```
! wB97M-V def2-TZVPD RIJCOSX def2/J DEFGRID3
* xyz 0 1
C -0.132 -0.575 -1.369
N 0.702 0.203 -2.305
O 1.420 1.026 -1.754
O 0.571 0.129 -3.515
H -0.844 0.103 -0.898
H 0.531 -1.106 -0.687
H -0.649 -1.373 -1.900
C 0.636 4.456 -0.230
N -0.686 4.683 -0.888
O -1.016 5.789 -1.126
O -1.463 3.755 -0.999
H 1.315 5.282 -0.442
H 1.007 3.596 -0.789
H 0.493 4.244 0.830
C -4.077 1.494 0.103
N -3.289 1.695 1.341
O -3.934 1.715 2.356
O -2.051 1.638 1.272
H -3.845 0.519 -0.326
H -3.747 2.191 -0.667
H -5.100 1.654 0.442
C -1.421 -4.257 -1.570
N -2.753 -3.560 -1.895
O -2.639 -2.456 -2.455
O -3.854 -4.100 -1.807
H -1.716 -5.305 -1.534
H -1.075 -4.075 -0.553
H -0.725 -4.108 -2.396
C 3.703 1.245 0.495
N 3.511 0.591 1.866
O 4.576 0.230 2.413
O 2.371 0.554 2.365
H 4.415 2.062 0.614
H 2.777 1.635 0.074
H 4.189 0.420 -0.026
C 1.974 -2.839 2.942
N 1.614 -2.924 1.475
O 2.439 -2.622 0.653
O 0.528 -3.242 1.133
H 1.326 -3.354 3.652
H 1.936 -1.769 3.144
H 2.986 -3.244 2.961
*
```


4.
Entry from the Open Molecules 2025 dataset: 2 unconnected molecules or ions with the total composition C6H18NO (the ωB97M-V functional and the def2-TZVPD basis).

Its HOMO-LUMO gap is 12.25 eV. The largest force on an atom is 0.0292 Eh/bohr. The calculated total energy comes out at -369.1648 Eh. The HOMO energy comes out at -15.250 eV. The energy above the lowest of the compared OMol25 structures with the same formula, charge and spin is 0.344 eV.

Geometry as ORCA input:
```
! wB97M-V def2-TZVPD RIJCOSX def2/J DEFGRID3
* xyz 1 1
C 0.905 1.429 -1.080
C 0.487 -0.037 -1.080
C -1.029 -0.263 -0.685
C -1.640 -1.198 -1.731
C -1.284 -0.770 0.735
C -1.099 0.313 1.790
N 1.371 -0.822 -0.157
H 1.982 1.510 -1.165
H 0.411 1.902 -0.226
H 0.485 1.949 -1.942
H 0.644 -0.470 -2.059
H -1.494 0.724 -0.677
H -2.071 -0.638 -2.549
H -2.505 -1.743 -1.350
H -0.943 -1.919 -2.146
H -0.765 -1.672 1.068
H -2.314 -1.077 0.719
H -1.157 -0.033 2.796
H -1.858 1.081 1.679
H -0.153 0.854 1.673
H 0.957 -1.666 0.235
H 1.725 -0.303 0.672
H 2.251 -1.016 -0.641
H 1.876 1.042 2.608
H 2.787 1.857 1.703
O 2.431 0.965 1.809
*
```


5.
Entry from the Open Molecules 2025 dataset: a gas-phase ion, C6H18NOSi (charge +1) (the ωB97M-V functional and the def2-TZVPD basis).

Its HOMO-LUMO gap is 10.09 eV. The largest force on an atom is 0.0851 Eh/bohr. The calculated total energy comes out at -658.6298 Eh. The HOMO energy comes out at -13.415 eV. As for the SMILES: CCO[Si@@H](C)[C@@H]([NH3+])CC. The energy above the lowest of the compared OMol25 structures with the same formula, charge and spin is 3.046 eV.

Geometry as ORCA input:
```
! wB97M-V def2-TZVPD RIJCOSX def2/J DEFGRID3
* xyz 1 1
C 1.155 -0.236 2.691
C -3.558 0.352 -0.336
C 0.149 -0.028 -2.591
C 1.550 0.271 1.337
C -2.367 0.872 0.430
C 1.537 -0.702 0.216
N 2.676 -0.243 -0.689
O -1.108 0.297 0.113
Si -0.300 -0.760 -0.853
H 1.941 -0.875 3.214
H 0.255 -0.795 2.612
H 1.045 0.596 3.428
H -4.259 -0.295 0.235
H -4.188 1.208 -0.685
H -3.318 -0.196 -1.202
H 0.785 0.806 -2.701
H 0.483 -0.909 -3.181
H -0.769 0.269 -3.134
H 0.943 1.133 0.999
H 2.593 0.730 1.640
H -2.566 0.830 1.554
H -2.186 1.944 0.153
H 1.760 -1.869 0.532
H 3.470 -0.184 -0.088
H 2.341 0.633 -1.176
H 2.935 -0.814 -1.586
H -0.997 -2.035 -0.935
*
```


6.
Entry from the Open Molecules 2025 dataset: 3 unconnected molecules or ions with the total composition C6H18O2 (the ωB97M-V functional and the def2-TZVPD basis).

Its HOMO-LUMO gap is 10.97 eV. The largest force on an atom is 0.0499 Eh/bohr. The calculated total energy comes out at -389.8445 Eh. The HOMO energy comes out at -10.677 eV. As for the SMILES: CCC(C)CC.O.O. The energy above the lowest of the compared OMol25 structures with the same formula, charge and spin is 0.739 eV.

Geometry as ORCA input:
```
! wB97M-V def2-TZVPD RIJCOSX def2/J DEFGRID3
* xyz 0 1
C -2.307 -0.181 -2.157
C -1.656 -0.157 -0.772
C -1.081 1.182 -0.332
C -2.138 2.247 0.058
C -0.243 0.851 0.958
C 1.233 0.711 0.597
H -2.117 0.655 -2.835
H -2.067 -1.094 -2.679
H -3.399 -0.060 -2.011
H -0.931 -0.945 -0.611
H -2.474 -0.499 -0.113
H -0.550 1.630 -1.168
H -2.394 2.833 -0.820
H -1.665 2.934 0.778
H -2.970 1.790 0.573
H -0.278 1.515 1.835
H -0.475 -0.124 1.439
H 1.470 -0.145 -0.045
H 1.545 1.588 0.016
H 1.877 0.527 1.453
H 3.721 -1.038 -1.793
H 3.939 -1.995 -0.617
O 4.344 -1.645 -1.423
H 3.498 -3.553 3.708
H 2.531 -3.461 2.507
O 2.587 -3.564 3.454
*
```


7.
Entry from the Open Molecules 2025 dataset: 3 unconnected molecules or ions with the total composition C6H18O6 (the ωB97M-V functional and the def2-TZVPD basis).

Its HOMO-LUMO gap is 10.43 eV. The largest force on an atom is 0.0719 Eh/bohr. The calculated total energy comes out at -690.7145 Eh. The HOMO energy comes out at -10.045 eV. As for the SMILES: OCCO.OCCO.OCCO. The energy above the lowest of the compared OMol25 structures with the same formula, charge and spin is 3.836 eV.

Geometry as ORCA input:
```
! wB97M-V def2-TZVPD RIJCOSX def2/J DEFGRID3
* xyz 0 1
C 11.433 15.428 -2.955
C 12.495 15.011 -3.894
O 12.854 13.551 -3.843
O 10.267 15.399 -3.601
H 11.687 16.286 -2.332
H 11.421 14.627 -2.216
H 13.378 15.597 -3.637
H 12.361 15.392 -4.907
H 12.058 13.015 -3.881
H 10.307 16.146 -4.203
C 8.204 13.157 3.572
C 8.651 14.393 4.454
O 9.888 14.196 5.066
O 6.820 13.224 3.311
H 8.338 12.244 4.153
H 8.893 13.152 2.727
H 7.930 14.697 5.213
H 8.653 15.305 3.857
H 9.775 14.450 5.985
H 6.627 12.400 2.858
C 13.120 9.809 0.979
C 12.868 8.883 2.168
O 14.167 8.226 2.213
O 13.643 9.130 -0.196
H 13.865 10.537 1.299
H 12.139 10.172 0.674
H 12.133 8.145 1.847
H 12.471 9.396 3.044
H 14.303 8.229 1.263
H 13.862 9.766 -0.882
*
```